# 1
{"formula": "C17H15ClN2O3", "method": "ωB97M-V with the def2-TZVPD basis set", "smiles": "Cc1c(Cl)cccc1NC(=O)C[C@@H]1Oc2ccccc2NC1=O", "lumo_ev": 0.6, "homo_lumo_gap_ev": 9.17, "e_above_lowest_kcal_mol": 0.00, "symbols": ["C", "C", "C", "Cl", "C", "C", "C", "C", "N", "C", "O", "C", "C", "O", "C", "C", "C", "C", "C", "C", "N", "C", "O", "H", "H", "H", "H", "H", "H", "H", "H", "H", "H", "H", "H", "H", "H", "H"], "coordinates": [[2.460, 1.991, -0.008], [2.302, 0.539, 0.338], [3.282, -0.401, 0.037], [4.740, 0.077, -0.776], [3.145, -1.742, 0.359], [2.002, -2.168, 1.007], [1.004, -1.268, 1.327], [1.147, 0.074, 0.993], [0.131, 1.003, 1.246], [-1.141, 0.771, 1.687], [-1.516, -0.241, 2.231], [-2.074, 1.933, 1.375], [-2.537, 1.863, -0.106], [-3.421, 0.784, -0.318], [-2.841, -0.438, -0.517], [-3.526, -1.592, -0.173], [-2.945, -2.827, -0.401], [-1.685, -2.919, -0.968], [-1.001, -1.773, -1.330], [-1.582, -0.534, -1.114], [-0.939, 0.653, -1.480], [-1.308, 1.864, -1.015], [-0.677, 2.877, -1.249], [2.476, 2.599, 0.897], [1.653, 2.347, -0.650], [3.396, 2.151, -0.534], [3.931, -2.436, 0.105], [1.886, -3.209, 1.266], [0.110, -1.596, 1.828], [0.328, 1.932, 0.900], [-1.586, 2.893, 1.544], [-2.958, 1.852, 2.008], [-3.123, 2.764, -0.324], [-4.501, -1.501, 0.276], [-3.478, -3.723, -0.123], [-1.232, -3.884, -1.132], [-0.019, -1.828, -1.776], [-0.093, 0.591, -2.033]]}

=====

# 2
{"formula": "C17H15ClN3O4Ti", "method": "ωB97M-V with the def2-TZVPD basis set", "lumo_ev": [-5.8, -5.8], "homo_lumo_gap_ev": [6.43, 6.43], "total_charge": 1, "symbols": ["Ti", "C", "C", "C", "C", "C", "C", "N", "C", "C", "C", "C", "C", "N", "C", "C", "C", "C", "C", "C", "N", "H", "H", "H", "H", "H", "H", "H", "H", "H", "H", "H", "H", "H", "H", "H", "O", "Cl", "O", "O", "O"], "coordinates": [[0.134, -0.647, -0.595], [-1.199, 0.119, -3.796], [-1.001, 1.350, -2.965], [-1.370, 2.581, -3.498], [-1.214, 3.734, -2.767], [-0.666, 3.637, -1.499], [-0.301, 2.395, -1.034], [-0.468, 1.249, -1.735], [0.265, 2.237, 0.328], [0.793, 3.279, 1.066], [1.275, 3.013, 2.335], [1.206, 1.727, 2.842], [0.665, 0.733, 2.049], [0.219, 0.989, 0.813], [0.517, -0.678, 2.484], [0.570, -1.007, 3.818], [0.401, -2.333, 4.179], [0.184, -3.256, 3.185], [0.119, -2.858, 1.853], [-0.129, -3.900, 0.804], [0.284, -1.572, 1.496], [-1.841, 0.338, -4.646], [-1.627, -0.688, -3.210], [-0.234, -0.206, -4.185], [-1.785, 2.608, -4.495], [-1.520, 4.692, -3.166], [-0.547, 4.514, -0.880], [0.851, 4.275, 0.654], [1.705, 3.809, 2.930], [1.588, 1.504, 3.826], [0.720, -0.245, 4.568], [0.428, -2.631, 5.219], [0.055, -4.303, 3.418], [-0.468, -4.824, 1.265], [0.806, -4.110, 0.284], [-0.862, -3.561, 0.078], [0.711, -4.062, -2.129], [0.787, -2.752, -2.591], [0.298, -2.545, -3.876], [1.676, -0.910, -1.184], [-1.025, -1.694, -1.242]]}

=====

# 3
{"formula": "C17H15F6ORuS2", "method": "ωB97M-V with the def2-TZVPD basis set", "lumo_ev": [-1.5, -1.0], "homo_lumo_gap_ev": [6.37, 6.88], "e_above_lowest_kcal_mol": 16.04, "s2": 0.806, "spin_multiplicity": 2, "symbols": ["Ru", "C", "C", "C", "C", "C", "C", "C", "H", "H", "H", "H", "H", "H", "H", "H", "S", "C", "C", "C", "C", "C", "C", "S", "H", "H", "H", "H", "C", "C", "O", "C", "F", "F", "F", "C", "F", "F", "F", "H", "H", "H"], "coordinates": [[0.407, -0.279, 0.863], [0.200, 3.593, 2.000], [0.487, 2.195, 2.453], [-0.518, 1.397, 3.007], [-0.246, 0.110, 3.465], [1.044, -0.413, 3.369], [2.055, 0.370, 2.805], [1.772, 1.658, 2.345], [-0.821, 3.680, 1.634], [0.877, 3.888, 1.201], [0.328, 4.283, 2.839], [-1.523, 1.793, 3.089], [-1.026, -0.476, 3.930], [1.269, -1.393, 3.760], [3.069, -0.001, 2.773], [2.562, 2.260, 1.913], [-1.084, -2.095, 1.006], [-0.418, -3.001, -0.325], [-1.243, -3.857, -1.071], [-0.731, -4.596, -2.114], [0.626, -4.502, -2.433], [1.447, -3.672, -1.702], [0.936, -2.913, -0.637], [2.014, -1.909, 0.296], [-2.293, -3.918, -0.808], [-1.383, -5.242, -2.689], [1.033, -5.074, -3.258], [2.501, -3.583, -1.936], [-2.069, 0.864, -1.587], [-0.681, 1.481, -1.418], [-0.184, 1.375, -0.140], [-0.765, 2.992, -1.724], [-1.214, 3.231, -2.965], [-1.624, 3.578, -0.870], [0.407, 3.620, -1.592], [0.272, 0.797, -2.431], [1.490, 1.348, -2.474], [0.437, -0.489, -2.065], [-0.213, 0.774, -3.682], [-2.722, 1.280, -0.823], [-1.990, -0.212, -1.430], [-2.487, 1.057, -2.574]]}

=====

| no. | total energy (eV) |
| --- | --- |
| 1 | -39519.11772 |
| 2 | -66161.91879 |
| 3 | -60477.77178 |